Entry 1:
Here is a structure of composition C33H32BrF3KN5O4S2 at a distorted geometry from OMol25. Energies are from ωB97M-V/def2-TZVPD.

The frontier orbital gap is 0.2198 Eh. As for the net charge: -2. The calculation puts the HOMO energy at -1.92 eV.

Each line ends with the Löwdin charge.
Atoms and positions in Å:
K: -0.685 -0.955 1.278  0.43
O: 4.053 0.966 -1.862  0.04
C: 3.305 0.472 -2.888  -0.27
C: 3.761 0.763 -4.170  -0.05
C: 3.211 0.138 -5.250  -0.14
C: 2.058 -0.617 -5.076  -0.12
C: 1.528 -0.819 -3.798  -0.04
C: 2.147 -0.290 -2.678  -0.10
C: 1.450 -0.535 -1.331  -0.49
O: 0.432 -1.396 -1.318  -0.26
N: 2.553 -0.981 -0.356  -0.01
N: 2.244 -0.604 0.892  0.02
C: 2.671 -1.345 1.825  -0.26
C: 2.546 -1.013 3.242  -0.58
Br: 1.042 0.012 3.859  0.76
C: 3.434 -1.472 4.129  -0.12
C: 4.711 -2.051 3.776  -0.23
C: 5.364 -2.937 4.670  -0.03
C: 6.651 -3.362 4.403  -0.11
C: 7.314 -2.947 3.256  -0.13
C: 6.716 -2.062 2.417  -0.09
C: 5.409 -1.642 2.657  -0.04
H: 3.830 0.421 -1.099  0.07
H: 4.677 1.336 -4.268  0.11
H: 3.630 0.301 -6.231  0.08
H: 1.546 -1.032 -5.935  0.08
H: 0.585 -1.368 -3.571  0.12
H: 1.169 0.484 -0.975  0.14
H: 2.621 -1.991 -0.434  0.13
H: 3.160 -2.301 1.701  0.12
H: 3.206 -1.263 5.162  0.09
H: 4.765 -3.257 5.537  0.12
H: 7.158 -4.023 5.108  0.10
H: 8.321 -3.331 3.073  0.10
H: 7.174 -1.766 1.481  0.10
H: 4.979 -0.911 1.957  0.12
O: 0.968 -3.733 1.352  -0.15
N: -0.176 -3.847 0.842  -0.30
C: -0.263 -4.129 -0.480  -0.06
C: -1.464 -4.470 -1.064  -0.11
C: -2.653 -4.420 -0.361  -0.11
C: -2.543 -4.029 0.977  -0.14
C: -1.342 -3.702 1.618  -0.79
S: -1.241 -3.052 3.208  0.43
H: 0.715 -4.163 -0.986  0.13
H: -1.462 -4.701 -2.122  0.09
H: -3.656 -4.598 -0.783  0.10
H: -3.416 -3.860 1.619  0.09
C: -1.520 1.680 -2.729  -0.09
C: -2.052 0.454 -2.062  -0.24
C: -3.395 0.619 -1.402  -0.22
N: -3.357 1.516 -0.256  0.04
C: -3.796 1.158 0.923  -0.85
S: -4.300 -0.403 1.293  0.62
N: -3.785 2.096 1.946  0.11
C: -3.950 3.491 1.911  -0.39
O: -3.840 4.136 2.968  0.06
C: -4.508 4.131 0.691  -0.17
C: -3.860 5.088 -0.022  -0.04
C: -4.454 5.649 -1.139  -0.07
C: -5.774 5.323 -1.429  -0.11
C: -6.454 4.417 -0.633  -0.11
C: -5.843 3.806 0.413  -0.03
H: -0.770 1.381 -3.449  0.06
H: -1.063 2.420 -2.125  0.05
H: -2.282 2.136 -3.361  0.07
H: -1.408 -0.002 -1.316  0.07
H: -2.150 -0.361 -2.804  0.12
H: -3.787 -0.355 -1.051  0.06
H: -4.109 0.993 -2.117  0.11
H: -2.797 2.387 -0.342  0.12
H: -3.696 1.745 2.887  0.13
H: -2.864 5.344 0.290  0.11
H: -3.938 6.373 -1.788  0.11
H: -6.299 5.803 -2.256  0.09
H: -7.518 4.213 -0.889  0.11
H: -6.333 3.026 0.975  0.12
F: 0.478 2.658 0.325  -0.09
C: -0.752 2.481 0.992  -0.38
F: -0.506 3.076 2.167  -0.04
F: -1.527 3.607 0.388  -0.17

Entry 2:
Here is a structure of composition C33H32CdN3O6 from OMol25. Energies are from ωB97M-V/def2-TZVPD.

The frontier orbital gap is 0.2883 Eh. As for the net charge: -1. The calculation puts the HOMO energy at -5.14 eV.

Each line ends with the Löwdin charge.
Atoms and positions in Å:
Cd: -0.361 -0.306 -0.218  1.46
O: -4.603 -0.682 1.085  -0.01
C: -3.559 -0.754 0.430  -0.68
O: -2.512 -1.408 0.670  -0.13
C: -3.507 0.064 -0.866  -0.18
C: -4.651 0.570 -1.465  -0.01
C: -4.533 1.221 -2.683  -0.06
C: -3.281 1.367 -3.262  -0.01
C: -2.182 0.872 -2.579  -0.20
N: -2.308 0.233 -1.421  0.09
C: -0.752 1.062 -3.072  -0.68
O: -0.594 1.494 -4.216  0.00
O: 0.135 0.784 -2.218  -0.17
H: -5.595 0.433 -0.959  0.11
H: -5.413 1.615 -3.179  0.10
H: -3.122 1.853 -4.214  0.11
O: 3.602 -0.484 -0.469  -0.09
C: 4.219 -1.320 -1.423  -0.27
C: 3.916 -0.964 -2.869  -0.18
C: 2.435 -0.787 -3.198  -0.14
C: 1.615 -2.026 -2.988  -0.28
C: 1.684 -3.081 -3.898  -0.03
C: 0.901 -4.203 -3.707  -0.08
C: 0.061 -4.248 -2.604  -0.07
C: 0.056 -3.161 -1.748  -0.13
N: 0.810 -2.076 -1.930  0.08
H: 3.557 0.426 -0.777  0.09
H: 3.859 -2.329 -1.203  0.11
H: 5.310 -1.330 -1.280  0.11
H: 4.348 -1.753 -3.496  0.11
H: 4.438 -0.039 -3.135  0.11
H: 2.355 -0.505 -4.251  0.12
H: 1.975 0.022 -2.630  0.08
H: 2.341 -3.001 -4.755  0.11
H: 0.937 -5.025 -4.411  0.10
H: -0.582 -5.095 -2.412  0.10
H: -0.582 -3.153 -0.869  0.10
O: 1.739 1.425 1.165  -0.11
C: 1.548 2.576 1.956  -0.27
C: 0.327 2.540 2.865  -0.16
C: -0.989 2.196 2.171  -0.15
C: -1.319 3.066 0.997  -0.28
C: -2.252 4.096 1.061  -0.02
C: -2.509 4.840 -0.078  -0.08
C: -1.820 4.541 -1.243  -0.06
C: -0.907 3.497 -1.216  -0.12
N: -0.664 2.773 -0.128  0.11
H: 1.748 0.621 1.703  0.05
H: 1.454 3.394 1.237  0.11
H: 2.436 2.778 2.570  0.11
H: 0.254 3.519 3.353  0.11
H: 0.479 1.800 3.659  0.11
H: -1.802 2.209 2.900  0.12
H: -0.913 1.170 1.807  0.05
H: -2.783 4.286 1.985  0.11
H: -3.248 5.631 -0.061  0.10
H: -1.996 5.083 -2.161  0.10
H: -0.357 3.210 -2.104  0.10
C: -0.560 -1.411 5.576  -0.11
C: -1.429 -0.893 4.591  -0.08
C: -1.059 -0.883 3.276  -0.07
C: 0.202 -1.375 2.845  -0.20
C: 0.624 -1.324 1.470  -0.19
C: 1.825 -1.928 1.178  -0.18
C: 2.643 -2.549 2.153  -0.09
C: 2.274 -2.538 3.462  -0.06
C: 1.043 -1.946 3.839  -0.18
C: 0.641 -1.936 5.200  -0.06
H: -0.858 -1.415 6.618  0.09
H: -2.411 -0.531 4.868  0.10
H: -1.769 -0.562 2.526  0.07
H: 2.192 -1.903 0.162  0.03
H: 3.581 -3.003 1.852  0.10
H: 2.903 -2.977 4.229  0.10
H: 1.311 -2.365 5.937  0.10

Entry 3:
Here is a structure of composition C33H32Cl3N6OPbSi at a distorted geometry from OMol25. Energies are from ωB97M-V/def2-TZVPD.

The frontier orbital gap is 0.2564 Eh. As for the net charge: +1. The calculation puts the HOMO energy at -10.05 eV.

Each line ends with the Löwdin charge.
Atoms and positions in Å:
Pb: -0.628 0.102 0.735  1.26
Cl: 2.382 1.552 -6.023  0.68
C: 1.412 1.534 -4.592  -0.68
C: 1.936 1.032 -3.410  -0.13
C: 1.169 1.060 -2.265  -0.55
Cl: 1.808 0.401 -0.791  0.79
C: -0.143 1.587 -2.213  -0.53
O: -0.832 1.671 -1.141  -0.29
C: -0.633 2.010 -3.473  -0.57
Cl: -2.267 2.565 -3.522  0.76
C: 0.109 2.010 -4.632  -0.13
H: 2.938 0.636 -3.393  0.11
H: -0.317 2.369 -5.554  0.11
C: 3.612 0.824 3.013  -0.03
C: 3.802 -0.381 3.671  -0.03
C: 2.810 -1.339 3.598  0.00
C: 1.637 -1.074 2.886  -0.23
N: 1.477 0.089 2.244  -0.01
C: 2.440 0.997 2.301  -0.17
C: 0.556 -2.065 2.776  -0.21
C: 0.452 -3.127 3.682  -0.03
C: -0.552 -4.068 3.552  -0.07
C: -1.454 -3.984 2.507  -0.07
C: -1.377 -2.922 1.617  -0.13
C: -0.394 -1.963 1.758  -0.21
H: 4.356 1.600 3.039  0.11
H: 4.709 -0.579 4.221  0.12
H: 2.953 -2.293 4.078  0.11
H: 2.276 1.905 1.744  0.08
H: 1.140 -3.210 4.509  0.11
H: -0.626 -4.874 4.266  0.11
H: -2.219 -4.735 2.384  0.11
H: -2.092 -2.835 0.813  0.08
C: -2.995 -2.752 -3.644  -0.03
N: -1.737 -2.241 -3.136  -0.15
C: -0.518 -2.889 -3.564  -0.03
C: -1.718 -1.358 -2.110  -0.41
N: -0.760 -1.223 -1.266  0.07
N: -2.832 -0.547 -2.060  0.16
C: -3.370 0.160 -1.016  -0.51
N: -4.369 0.999 -1.412  0.19
N: -3.045 -0.068 0.207  0.05
H: -3.423 -2.108 -4.417  0.09
H: -3.718 -2.859 -2.833  0.10
H: -2.822 -3.733 -4.077  0.10
H: -0.636 -3.194 -4.601  0.10
H: -0.282 -3.769 -2.961  0.10
H: 0.310 -2.182 -3.513  0.09
H: -0.020 -1.905 -1.345  0.07
H: -3.277 -0.375 -2.951  0.14
H: -4.290 1.385 -2.343  0.06
H: -4.704 1.657 -0.726  0.08
H: -3.630 0.440 0.859  0.06
C: 2.620 4.741 2.267  -0.07
C: 1.975 4.228 3.380  -0.08
C: 0.753 3.600 3.246  -0.12
C: 0.156 3.466 1.990  -0.34
C: 0.809 3.998 0.877  -0.10
C: 2.028 4.635 1.017  -0.07
Si: -1.425 2.465 1.864  0.76
C: -2.968 3.147 1.033  -0.33
C: -2.935 3.793 -0.203  -0.12
C: -4.074 4.372 -0.733  -0.08
C: -5.273 4.312 -0.041  -0.07
C: -5.331 3.644 1.173  -0.08
C: -4.192 3.066 1.704  -0.13
H: 3.582 5.219 2.370  0.11
H: 2.430 4.307 4.354  0.11
H: 0.260 3.200 4.120  0.10
H: 0.376 3.896 -0.107  0.10
H: 2.524 5.041 0.148  0.11
H: -1.796 1.891 3.172  0.00
H: -2.015 3.822 -0.761  0.08
H: -4.022 4.881 -1.683  0.11
H: -6.157 4.787 -0.438  0.11
H: -6.262 3.590 1.716  0.11
H: -4.246 2.563 2.658  0.10

| no. | E_tot (eV) |
| --- | --- |
| 1 | -166570.642 |
| 2 | -56063.791 |
| 3 | -96417.033 |